1.
ORCA calculation (ωB97M-V with the def2-TZVPD basis set) on C4H7N3 in the gas phase.

Results
Orbital gap: 10.31 eV
SMILES: [H]/N=C(\C#N)NCC
HOMO: -9.67 eV
2S+1: 1

Cartesian coordinates (Å):
H1 -0.378 -0.169 -3.051
N1 -0.814 -0.793 -2.375
C1 -0.582 -0.329 -1.216
C2 0.085 0.976 -1.105
N2 0.505 2.042 -1.252
N3 -0.951 -0.894 -0.028
C3 -0.510 -0.116 1.116
C4 1.060 0.222 1.131
H2 -0.936 -1.906 0.020
H3 -1.150 0.781 1.147
H4 -0.762 -0.693 2.021
H5 1.181 0.975 1.908
H6 1.711 0.627 0.324
H7 1.540 -0.725 1.359


2.
ORCA calculation (ωB97M-V with the def2-TZVPD basis set) on C4H7N3O in the gas phase.

Results
Orbital gap (spin up / spin down): 9.39 / 9.39 eV
SMILES: CCn1ncc(=O)[nH]1
HOMO (spin up / spin down): -8.82 / -8.82 eV
2S+1: 1

Cartesian coordinates (Å):
C1 1.827 0.428 -0.595
C2 1.276 -0.244 0.677
N1 -0.110 -0.545 0.666
N2 -0.739 -1.484 -0.285
C3 -1.886 -0.986 -0.567
C4 -2.070 0.395 -0.018
O1 -3.099 1.013 -0.019
N3 -0.965 0.597 0.789
H1 2.842 0.309 -0.577
H2 1.268 -0.058 -1.316
H3 1.534 1.434 -0.669
H4 1.591 -1.287 0.872
H5 1.596 0.424 1.484
H6 -2.655 -1.425 -1.112
H7 -0.409 1.429 0.670


3.
ORCA calculation (ωB97M-V with the def2-TZVPD basis set) on C4H7N3O in the gas phase.

Results
Orbital gap: 8.93 eV
SMILES: [H]/N=C/NC(=C)C(N)=O
HOMO: -8.99 eV
2S+1: 1

Cartesian coordinates (Å):
H1 2.591 -0.951 -1.297
N1 1.632 -0.573 -0.996
C1 1.717 -0.027 0.269
N2 0.750 0.594 0.783
C2 -0.446 0.763 0.027
C3 -0.943 1.814 -0.614
C4 -1.366 -0.438 0.094
N3 -0.865 -1.707 0.028
O1 -2.590 -0.314 0.086
H2 2.557 -0.233 1.227
H3 1.150 1.001 1.856
H4 -0.741 3.014 -0.540
H5 -2.064 1.543 -0.810
H6 -1.510 -2.388 -0.150
H7 0.128 -2.098 0.036


4.
ORCA calculation (ωB97M-V with the def2-TZVPD basis set) on a molecular structure, C4H7N3O.

Results
Orbital gap (spin up / spin down): 7.65 / 7.65 eV
HOMO (spin up / spin down): -8.33 / -8.33 eV
2S+1: 1

Cartesian coordinates (Å):
C1 0.731 1.450 -0.742
C2 -0.985 -0.441 0.341
C3 0.582 0.098 -0.453
N1 -1.947 0.501 0.104
C4 1.728 -0.242 0.531
N2 -1.083 -1.273 1.278
N3 0.015 -0.864 -1.247
O1 2.333 -1.275 0.443
H1 -1.971 0.907 -0.817
H2 -2.845 0.273 0.504
H3 -0.288 -1.881 1.433
H4 0.380 -1.778 -0.976
H5 1.920 0.517 1.302
H6 0.936 2.179 0.026
H7 0.493 1.825 -1.728


5.
ORCA calculation (ωB97M-V with the def2-TZVPD basis set) on C4H7N3O in the gas phase.

Results
Orbital gap: 8.84 eV
SMILES: C=NN/C(N)=C/C=O
HOMO: -8.31 eV
2S+1: 1

Cartesian coordinates (Å):
C1 1.506 2.430 -1.959
N1 1.255 1.295 -1.442
N2 0.267 1.125 -0.572
C2 0.068 -0.154 -0.081
N3 0.624 -1.217 -0.781
C3 -0.724 -0.298 1.035
C4 -1.273 -1.582 1.524
O1 -1.988 -1.732 2.506
H1 2.260 2.435 -2.751
H2 0.979 3.365 -1.745
H3 -0.064 1.955 -0.115
H4 0.823 -2.004 -0.129
H5 1.467 -0.891 -1.232
H6 -1.061 0.585 1.579
H7 -0.980 -2.391 0.803


6.
ORCA calculation (ωB97M-V with the def2-TZVPD basis set) on C4H7N3O in the gas phase.

Results
Orbital gap: 9.07 eV
SMILES: [H]/N=C1/NN[C@@H]2C[C@@]12O
HOMO: -8.58 eV
2S+1: 1

Cartesian coordinates (Å):
H1 2.163 -1.784 0.248
N1 2.358 -0.752 0.008
C1 1.163 -0.177 0.081
N2 0.995 1.275 0.262
N3 -0.595 1.430 0.222
C2 -0.852 0.209 -0.676
C3 -1.202 -1.189 -0.448
C4 -0.118 -0.800 0.504
O1 -0.476 -0.385 1.727
H2 1.285 2.090 -0.471
H3 -0.839 2.364 -0.265
H4 -0.088 0.245 -1.593
H5 -1.018 -1.622 -1.528
H6 -2.077 -1.436 0.133
H7 -0.698 0.531 1.797


7.
ORCA calculation (ωB97M-V with the def2-TZVPD basis set) on C4H7N3O in the gas phase.

Results
Orbital gap: 8.66 eV
SMILES: CNc1ncoc1N
HOMO: -7.75 eV
2S+1: 1

Cartesian coordinates (Å):
C1 -2.144 -0.198 0.169
N1 -1.055 -1.051 -0.320
C2 0.250 -0.643 -0.147
N2 1.230 -1.625 -0.060
C3 2.350 -0.964 0.041
O1 2.218 0.388 0.047
C4 0.830 0.622 -0.083
N3 0.320 1.874 -0.144
H1 -2.067 0.777 -0.364
H2 -3.134 -0.662 -0.022
H3 -1.999 0.090 1.242
H4 -1.225 -2.035 -0.142
H5 3.355 -1.382 0.092
H6 0.534 2.395 -1.002
H7 0.537 2.412 0.694


8.
ORCA calculation (ωB97M-V with the def2-TZVPD basis set) on a molecular structure, C4H7N3O.

Results
Orbital gap (spin up / spin down): 7.39 / 7.39 eV
HOMO (spin up / spin down): -7.78 / -7.78 eV
2S+1: 1

Cartesian coordinates (Å):
C1 -0.001 0.374 2.141
C2 -0.062 -0.330 -1.745
C3 0.544 0.368 0.753
N1 -1.084 -1.168 -1.406
C4 0.101 1.111 -0.361
N2 1.751 -1.018 -0.614
N3 1.537 -0.472 0.406
O1 0.232 -0.016 -2.864
H1 -1.429 -1.786 -2.128
H2 -1.157 -1.487 -0.455
H3 -1.062 0.628 2.110
H4 0.493 1.120 2.771
H5 0.117 -0.600 2.622
H6 0.836 1.594 -0.992
H7 -0.817 1.680 -0.238


Which energy relative to the best compared isomer or geometry (same formula, charge and spin) belongs to each record? In order, 137.5; 301.2; 399.3; 459.1; 229.2; 710.6; 107.3; 391.3 kJ/mol.